No. 1
{
  "formula": "C3H34NO13",
  "method": "wB97M-V/def2-TZVPD",
  "charge": 1,
  "orbital_gap_ha": 0.36781,
  "homo_ev": -12.560,
  "energy_ha": -1167.27342,
  "symbols": ["C", "C", "C", "N", "H", "H", "H", "H", "H", "H", "H", "H", "H", "H", "O", "H", "H", "O", "H", "H", "O", "H", "H", "O", "H", "H", "O", "H", "H", "O", "H", "H", "O", "H", "H", "O", "H", "H", "O", "H", "H", "O", "H", "H", "O", "H", "H", "O", "H", "H", "O"],
  "xyz": [[-0.147, 0.075, -3.209], [-0.934, 0.480, -1.999], [-0.936, -0.288, -0.931], [-1.658, 0.076, 0.315], [0.255, -1.004, -3.255], [-0.692, -0.012, -4.094], [0.689, 0.740, -3.403], [-1.551, 1.442, -1.914], [-0.370, -1.240, -0.684], [-0.942, -0.067, 1.108], [-2.152, 1.023, 0.308], [-2.375, -0.659, 0.447], [1.156, 1.312, 1.115], [2.150, 2.296, 1.090], [1.942, 1.444, 1.541], [0.467, -0.668, 2.782], [-0.033, 0.693, 3.455], [-0.143, 0.000, 2.804], [0.122, -4.517, -2.868], [0.934, -3.621, -1.811], [0.466, -3.648, -2.692], [-3.979, 1.916, 1.197], [-4.262, 2.172, -0.298], [-3.631, 2.444, 0.469], [4.115, -0.358, 1.700], [3.165, 0.411, 0.932], [3.860, -0.220, 0.714], [0.585, -3.264, 3.689], [1.513, -3.150, 2.185], [1.040, -2.642, 2.933], [-0.048, 2.166, 2.840], [-0.704, 3.448, 2.079], [-0.503, 2.416, 2.054], [-4.603, -0.118, -0.947], [-3.704, 0.187, -2.235], [-3.906, 0.445, -1.283], [1.391, 1.470, -1.414], [0.558, 2.774, -1.274], [1.053, 2.057, -0.753], [-0.094, 4.784, -0.829], [-1.286, 4.062, -1.451], [-0.321, 4.138, -1.619], [3.174, -2.576, 0.672], [3.204, -4.010, 0.308], [2.571, -3.291, 0.472], [-2.475, -2.996, 2.313], [-1.177, -2.235, 2.202], [-1.979, -2.427, 1.719], [3.188, -1.377, -2.575], [3.196, -0.208, -1.661], [2.586, -0.832, -1.992]]
}



No. 2
{
  "formula": "C3H35O15Y",
  "method": "wB97M-V/def2-TZVPD",
  "charge": 2,
  "orbital_gap_ha": 0.25846,
  "homo_ev": -14.813,
  "energy_ha": -1301.80431,
  "symbols": ["Y", "C", "C", "C", "O", "H", "H", "H", "H", "H", "H", "H", "O", "H", "H", "O", "H", "H", "O", "H", "H", "O", "H", "H", "O", "H", "H", "O", "H", "H", "O", "H", "H", "O", "H", "H", "O", "H", "H", "O", "H", "H", "O", "H", "H", "O", "H", "H", "O", "H", "H", "O", "H", "H"],
  "xyz": [[-2.796, 1.901, 0.891], [-0.163, -1.158, -1.226], [-0.846, -0.617, 0.024], [-0.034, -0.836, 1.264], [-1.219, 0.732, -0.103], [-0.822, -1.260, -2.100], [0.112, -2.196, -1.034], [0.683, -0.543, -1.509], [-1.783, -1.200, 0.114], [0.356, -1.844, 1.327], [-0.698, -0.655, 2.116], [0.792, -0.133, 1.376], [3.021, -1.302, -0.697], [2.678, -1.487, -1.592], [3.175, -2.176, -0.315], [-1.864, 1.212, 2.948], [-1.068, 1.306, 3.566], [-2.463, 0.616, 3.435], [0.027, -4.035, 2.373], [0.449, -4.364, 3.178], [0.662, -4.249, 1.677], [-0.962, 3.283, 1.319], [-0.042, 2.883, 1.293], [-0.858, 4.239, 1.171], [3.794, 0.829, 0.936], [3.348, 0.073, 0.493], [3.847, 1.515, 0.260], [-3.534, 1.767, -1.383], [-3.099, 1.358, -2.161], [-4.398, 2.089, -1.704], [1.676, 2.429, 1.861], [2.042, 3.166, 1.353], [2.423, 1.771, 1.828], [0.493, 1.127, 4.418], [0.956, 1.466, 3.629], [0.872, 1.639, 5.148], [-3.710, -0.239, 1.046], [-4.642, -0.410, 0.810], [-3.351, -1.115, 1.316], [-0.427, -0.067, -5.252], [0.059, 0.503, -5.858], [-0.487, 0.431, -4.417], [2.686, 1.328, -2.435], [2.409, 0.680, -1.771], [2.795, 2.157, -1.957], [-0.526, 1.459, -2.921], [-0.190, 2.301, -2.597], [-0.759, 0.959, -2.122], [-2.638, -3.434, 1.370], [-1.753, -3.469, 1.787], [-2.470, -3.394, 0.421], [2.625, -2.048, -3.795], [2.109, -1.229, -3.742], [3.510, -1.758, -4.058]]
}



No. 3
{
  "formula": "C3H36O15S2",
  "method": "wB97M-V/def2-TZVPD",
  "orbital_gap_ha": 0.32281,
  "homo_ev": -8.682,
  "energy_ha": -2060.91361,
  "symbols": ["C", "C", "O", "C", "S", "S", "H", "H", "H", "H", "H", "H", "H", "H", "H", "H", "O", "H", "H", "O", "H", "H", "O", "H", "H", "O", "H", "H", "O", "H", "H", "O", "H", "H", "O", "H", "H", "O", "H", "H", "O", "H", "H", "O", "H", "H", "O", "H", "H", "O", "H", "H", "O", "H", "H", "O"],
  "xyz": [[-1.155, 0.004, -0.066], [-0.132, 0.508, -1.061], [-0.863, 1.337, -1.967], [-1.592, -1.415, -0.376], [-2.652, -2.049, 0.989], [-2.100, -3.919, 1.445], [-2.046, 0.661, -0.075], [-0.693, 0.092, 1.064], [0.663, 1.142, -0.608], [0.383, -0.296, -1.621], [-0.208, 1.948, -2.530], [-0.729, -2.101, -0.580], [-2.167, -1.490, -1.322], [-0.954, -3.788, 2.136], [3.816, 1.653, 1.236], [4.195, 0.218, 0.880], [4.062, 0.789, 1.626], [-1.506, 4.079, -0.510], [-1.282, 2.605, -0.976], [-1.512, 3.190, -0.167], [-2.555, 1.972, 2.208], [-2.803, 2.657, 0.882], [-3.267, 2.251, 1.624], [1.142, -2.671, -1.675], [1.412, -2.747, -0.113], [1.836, -2.634, -0.966], [1.104, -1.436, 1.545], [1.632, -2.840, 2.073], [0.885, -2.411, 1.538], [2.660, -1.174, -0.894], [2.305, -0.078, 0.126], [2.913, -0.248, -0.598], [3.099, 3.793, 1.017], [1.889, 2.895, 1.081], [2.779, 2.972, 0.712], [-0.205, 2.164, 2.412], [-0.322, 2.808, 1.080], [0.313, 2.589, 1.693], [1.683, 2.588, -2.718], [1.088, 2.626, -4.212], [0.854, 2.860, -3.261], [-1.734, 0.467, 3.459], [-0.278, 0.215, 3.165], [-0.901, 0.846, 3.361], [2.968, 2.579, -1.025], [3.003, 1.179, -1.503], [2.975, 2.122, -1.830], [-1.396, 0.180, -3.110], [-2.558, -0.650, -3.674], [-1.605, -0.582, -3.682], [-0.673, -1.862, -3.017], [0.039, -3.070, -3.542], [-0.155, -2.639, -2.763], [1.103, 1.112, 1.656], [2.429, 0.429, 1.928], [1.536, 0.189, 1.659]]
}



No. 4
{
  "formula": "C3H37N2O16",
  "method": "wB97M-V/def2-TZVPD",
  "charge": 1,
  "orbital_gap_ha": 0.35673,
  "homo_ev": -12.730,
  "energy_ha": -1449.65446,
  "symbols": ["C", "C", "N", "C", "N", "H", "H", "H", "H", "H", "H", "H", "O", "H", "H", "O", "H", "H", "O", "H", "H", "O", "H", "H", "O", "H", "H", "O", "H", "H", "O", "H", "H", "O", "H", "H", "O", "H", "H", "O", "H", "H", "O", "H", "H", "O", "H", "H", "O", "H", "H", "O", "H", "H", "O", "H", "H", "O"],
  "xyz": [[1.663, 2.456, -0.474], [2.504, 1.910, -1.360], [1.805, 1.067, -2.171], [0.586, 0.930, -1.646], [0.445, 1.782, -0.647], [1.832, 3.180, 0.301], [3.543, 2.038, -1.598], [2.213, 0.437, -2.879], [-0.069, 0.269, -2.189], [-0.339, 1.728, 0.056], [1.291, -2.926, 3.843], [0.550, -3.250, 2.446], [0.816, -2.583, 3.087], [-2.840, 1.678, 1.780], [-3.507, 2.315, 2.928], [-3.722, 1.870, 2.119], [-2.789, -2.266, -3.115], [-1.251, -1.720, -2.978], [-1.847, -2.446, -3.166], [5.173, -0.056, 0.791], [5.224, 0.779, -0.490], [4.711, 0.081, -0.050], [-3.986, -1.171, -0.970], [-4.130, -0.282, -2.163], [-3.478, -0.866, -1.737], [-1.341, 0.137, 0.381], [-0.879, 0.538, 1.863], [-1.347, 0.841, 1.043], [4.286, -1.470, -1.003], [4.159, -2.850, -1.626], [3.625, -2.120, -1.281], [3.896, 2.080, 1.312], [3.646, 2.583, 2.689], [3.633, 2.887, 1.782], [0.826, -2.160, 0.210], [1.739, -1.375, -0.522], [0.844, -1.248, -0.156], [-4.583, 2.567, -0.049], [-2.983, 2.559, 0.010], [-3.767, 2.868, -0.447], [1.216, 0.747, 1.771], [2.090, 0.347, 2.855], [1.312, 0.915, 2.726], [-4.035, 2.055, -1.911], [-3.955, 1.490, -3.430], [-4.440, 1.485, -2.603], [-1.173, -3.602, 0.143], [-0.432, -4.899, 0.587], [-0.425, -3.948, 0.655], [3.295, -1.394, -2.647], [2.830, -1.263, -4.141], [3.293, -0.775, -3.445], [-4.921, -1.056, 1.979], [-4.352, 0.288, 1.428], [-4.808, -0.550, 1.217], [-0.365, 0.375, 4.063], [-0.310, -0.797, 3.219], [-0.972, -0.209, 3.613]]
}



No. 5
{
  "formula": "C3H3AgFO3",
  "method": "wB97M-V/def2-TZVPD",
  "orbital_gap_ha": [0.20750, 0.19903],
  "multiplicity": 2,
  "s_squared": 0.76,
  "homo_ev": [-8.088, -8.042],
  "energy_ha": -588.44820,
  "symbols": ["C", "C", "F", "H", "H", "H", "O", "C", "O", "O", "Ag"],
  "xyz": [[-1.619, 0.684, 0.344], [-1.887, -0.118, -0.874], [-2.388, 0.255, 1.387], [-1.589, 1.778, 0.296], [-1.796, 0.467, -1.792], [-2.662, -0.886, -0.812], [-0.113, -1.489, -0.375], [0.541, -0.375, -0.390], [0.252, 0.259, 0.764], [1.008, 0.204, -1.360], [2.226, -1.277, 1.514]]
}



No. 6
{
  "formula": "C3H3AgNaO3",
  "method": "wB97M-V/def2-TZVPD",
  "orbital_gap_ha": [0.24113, 0.24420],
  "multiplicity": 2,
  "s_squared": 0.75,
  "homo_ev": [-7.806, -7.888],
  "energy_ha": -650.91983,
  "symbols": ["C", "C", "O", "O", "H", "H", "O", "C", "Ag", "Na", "H"],
  "xyz": [[0.693, 0.609, -0.192], [-0.321, -0.447, 0.103], [-0.348, -1.382, -0.957], [0.992, 1.549, 0.473], [-1.291, 0.060, 0.239], [-0.043, -0.911, 1.064], [-1.902, -2.476, 0.185], [-1.218, -2.449, -0.851], [2.647, 3.977, 0.730], [-2.556, -4.376, -0.997], [3.347, 5.847, 0.204]]
}



No. 7
{
  "formula": "C3H3AgO4",
  "method": "wB97M-V/def2-TZVPD",
  "orbital_gap_ha": [0.20404, 0.20408],
  "homo_ev": [-6.827, -6.828],
  "energy_ha": -563.86734,
  "symbols": ["C", "O", "C", "O", "C", "O", "O", "Ag", "H", "H", "H"],
  "xyz": [[-1.487, 0.590, -1.729], [-2.033, 0.393, -0.717], [0.908, -0.329, -0.625], [1.460, 0.997, -0.323], [1.267, 1.549, 0.831], [0.483, 1.152, 1.691], [1.995, 2.638, 0.975], [-0.933, -0.553, 1.623], [1.379, -0.999, 0.126], [-0.012, -0.927, -0.504], [1.684, 3.139, 1.741]]
}